Entry from the Open Molecules 2025 dataset: 18 unconnected molecules or ions with the total composition H37O18 in a non-equilibrium geometry (wB97M-V/def2-TZVPD).

Structure (ORCA input):
```
! RIJCOSX wB97M-V def2-TZVPD def2/J DEFGRID3
* xyz 1 1
O 2.369 -4.066 -4.239
H 3.534 1.649 2.047
H 1.796 -3.757 -3.535
O 1.422 3.412 2.811
H -4.655 -3.924 -1.613
O -1.653 0.340 -3.983
H -2.544 -0.043 -4.021
H 3.478 4.292 -0.930
O 2.494 -4.418 1.856
H 1.689 2.577 3.203
H 3.075 -3.704 2.164
O -0.670 -1.951 -0.481
H -0.666 -0.852 -0.700
H -0.601 -1.883 0.534
O -4.230 -3.211 -1.146
H -3.630 -2.809 -1.814
H 3.456 2.634 -1.032
O -2.708 2.583 -4.742
H -1.384 0.741 1.536
H -0.982 0.560 -2.246
O 1.909 2.314 -3.582
H 2.783 2.154 -3.246
H 1.505 3.006 -3.032
O -1.819 -0.221 3.453
H -2.353 -0.588 4.173
H -3.610 -2.172 0.057
O 3.315 3.513 -1.465
H -1.758 2.825 -4.696
H 3.173 -4.925 1.392
O 0.127 -2.063 1.915
H -0.283 -1.205 2.089
H -0.372 -2.860 2.096
O 4.504 -3.523 0.053
H 5.274 -3.228 0.554
H 4.875 -4.056 -0.660
O 3.574 1.419 1.118
H -1.957 0.744 3.629
H 4.487 1.416 0.826
O -3.675 3.474 1.579
H -4.567 3.094 1.638
H -3.877 4.112 2.303
O -1.131 2.164 5.140
H -0.237 2.053 4.680
H -1.476 2.780 4.452
O -3.136 -1.777 0.793
H 2.857 -3.369 -4.660
H 0.288 -2.128 -0.654
O -0.816 0.346 -1.319
H -1.254 0.406 -4.865
H -0.175 0.971 -0.990
O -0.457 0.545 1.108
H 1.358 4.002 3.566
H 0.132 1.143 1.614
H -3.193 3.325 -4.354
H -3.605 -1.863 1.627
*
```

Properties
**E_HOMO**: -13.0 eV
**Molar mass**: 325.28 u
**LUMO level**: -2.71 eV
**HOMO-LUMO gap**: 10.317 eV
**ΔE to the lowest compared entry with this formula, charge and spin**: 479.26 kJ/mol